{
  "formula": "CH2O4Sc",
  "method": "ωB97M-V/def2-TZVPD",
  "total_charge": 1,
  "multiplicity": 1,
  "relative_energy_ev": 2.6624,
  "homo_energy_ev": [-13.643, -13.644],
  "total_energy_ha": -1100.65069,
  "species": ["O", "C", "O", "O", "Sc", "H", "O", "H"],
  "positions_angstrom": [[0.289, -1.366, -0.898], [1.292, -0.718, -0.341], [1.359, -1.051, 0.901], [1.453, 0.530, -0.642], [-1.208, -1.111, 0.435], [-0.039, 1.282, -0.129], [-1.197, 0.920, 0.353], [-1.949, 1.515, 0.321]],
  "atomic_forces_ev_per_a": [[-3.985, -1.394, -1.084], [-3.031, 5.404, 4.370], [-0.091, -1.101, 0.152], [0.021, -1.317, -0.853], [5.550, 0.149, -1.994], [-1.365, -1.647, 0.503], [2.774, -0.914, -0.921], [0.126, 0.819, -0.172]]
}

=====

{
  "formula": "H14O7",
  "method": "ωB97M-V/def2-TZVPD",
  "multiplicity": 1,
  "relative_energy_ev": 2.5187,
  "homo_energy_ev": -9.386,
  "total_energy_ha": -535.03128,
  "smiles": "O.O.O.O.O.O.O",
  "species": ["O", "H", "H", "O", "H", "H", "O", "H", "H", "O", "H", "H", "O", "H", "H", "O", "H", "H", "O", "H", "H"],
  "positions_angstrom": [[1.080, -0.409, -2.320], [1.518, -0.059, -3.095], [1.643, -1.126, -2.029], [1.470, -0.435, 2.625], [0.960, -0.879, 3.303], [2.371, -0.717, 2.778], [0.186, -0.361, 0.384], [0.805, -0.207, -0.331], [0.719, -0.307, 1.178], [-1.587, -0.152, -2.573], [-1.425, -0.100, -3.515], [-0.715, -0.130, -2.179], [-2.311, -1.756, -0.474], [-1.559, -2.324, -0.638], [-2.262, -1.557, 0.461], [1.361, 2.601, 2.411], [1.576, 2.938, 1.541], [1.550, 1.664, 2.359], [-2.060, 0.914, -0.173], [-1.356, 0.542, 0.358], [-1.963, 1.861, -0.071]],
  "atomic_forces_ev_per_a": [[0.580, 0.016, 0.205], [0.062, 0.237, -0.245], [0.107, -0.400, -0.002], [0.441, 0.133, 0.523], [-0.341, -0.051, 0.230], [0.348, -0.070, -0.020], [0.061, -0.308, -0.233], [-0.154, 0.269, -0.463], [0.181, -0.141, 0.406], [-0.585, 0.077, -0.656], [0.081, -0.038, -0.281], [-0.096, -0.003, 0.146], [-0.417, -0.578, 0.051], [0.191, -0.051, -0.071], [-0.001, 0.141, 0.162], [0.031, 0.244, 0.134], [-0.012, 0.168, -0.202], [-0.084, -0.383, 0.110], [-0.780, 0.667, 0.235], [0.446, -0.204, -0.079], [-0.059, 0.275, 0.048]]
}